Entry 1:
A structure of composition C14H11F23NO8S3, computed with wB97M-V/def2-TZVPD.

Its total charge is -1. The calculation puts the lowest unoccupied orbital energy at 2.039 eV. As for the HOMO energy: -7.21 eV. For the total energy, the calculation gives -4688.1784 hartree.

Geometry as XYZ:
```
60
Properties=species:S:1:pos:R:3:lowdin_charge:R:1
S -2.987 -2.157 1.966 0.59
S -1.203 -4.625 2.604 0.71
S -1.206 -0.820 0.222 0.67
F -2.091 -2.064 -1.946 0.06
F 2.044 0.544 -3.364 0.14
F 1.475 -2.407 -1.619 0.11
F -1.249 -4.774 -2.097 0.12
F -0.004 0.221 5.067 0.09
F 4.363 1.407 -6.308 0.13
F -1.542 1.500 5.906 0.08
F 6.246 1.494 -5.270 0.14
F -2.391 4.853 7.340 0.09
F 1.866 1.716 -5.980 0.09
F 0.182 -3.618 -0.113 0.09
F 0.940 -4.846 -2.523 0.09
F -0.291 -3.398 -3.712 0.13
F 0.064 0.769 -5.248 0.10
F -3.338 3.201 5.334 0.14
F 0.266 2.759 4.054 0.11
F 3.223 2.902 -4.087 0.10
F -0.360 1.296 2.579 0.10
F -0.295 -0.752 -2.272 0.05
F 1.481 -1.351 -4.256 0.09
F -3.642 5.278 4.855 0.13
F -0.704 3.949 6.318 0.10
F 4.795 3.903 -5.197 0.09
O -4.477 -2.255 2.245 -0.40
O -1.110 0.656 -0.105 -0.35
O -0.739 -5.931 2.004 -0.41
O -0.199 -1.089 1.298 -0.35
O -2.035 4.198 3.795 0.03
O -2.342 -1.701 3.241 -0.38
O -1.709 -4.776 4.003 -0.38
O 4.591 0.396 -4.309 0.03
N -2.830 -1.100 0.641 -0.31
C 1.340 0.527 -5.637 -0.30
C 4.908 1.530 -5.083 -0.51
C -0.170 -3.967 -2.459 -0.37
C 4.534 2.845 -4.390 -0.28
C -2.684 4.337 5.036 -0.52
C -1.112 0.942 4.755 -0.29
C 3.590 -0.507 -4.803 -0.04
C -0.779 1.976 3.676 -0.43
C -1.738 4.795 6.152 -0.28
C -1.942 2.882 3.215 -0.02
C 0.203 -2.898 -1.302 -0.26
C -2.497 -3.912 1.501 -0.30
C 2.111 -0.168 -4.511 -0.44
C -0.859 -1.707 -1.388 -0.36
H 3.757 -0.756 -5.854 0.14
H 3.792 -1.437 -4.264 0.15
H -3.414 -4.595 1.562 0.12
H -2.904 2.364 3.239 0.15
H -1.762 3.079 2.155 0.15
H -1.331 5.786 5.933 0.17
H 5.099 2.970 -3.462 0.18
H -2.217 -3.882 0.399 0.07
H 1.297 -0.105 -6.529 0.17
H -1.873 0.239 4.403 0.15
H -0.142 -3.716 2.593 0.10
```

=====

Entry 2:
A structure of composition C14H11N4O2S2W, computed with wB97M-V/def2-TZVPD.

Its total charge is +1. The calculation puts the lowest unoccupied orbital energy (spin up / spin down) at -4.415 / -4.416 eV. As for the HOMO energy (spin up / spin down): -11.01 / -11.01 eV. For the total energy, the calculation gives -1772.9078 hartree. For the energy relative to the best compared isomer or geometry (same formula, charge and spin), the calculation gives 0.00 kJ/mol.

Geometry as XYZ:
```
34
Properties=species:S:1:pos:R:3:lowdin_charge:R:1
W 0.531 -0.805 -0.694 1.17
S 1.389 -1.204 -2.853 0.74
S -0.383 1.221 -0.722 0.74
O -1.087 -1.678 -1.924 -0.11
O -1.053 -1.808 0.241 -0.11
N 2.554 -0.028 -0.601 -0.21
N 3.378 0.166 -1.665 0.01
N 1.089 -0.620 1.428 -0.05
N 3.634 -0.253 -3.892 0.12
C -1.658 -1.395 -0.837 -0.60
C -4.902 0.573 -0.789 -0.05
C 0.612 -0.585 3.769 -0.01
C 0.254 -0.837 2.464 -0.08
C 2.927 -0.345 -2.766 -0.77
C -2.692 -0.334 -0.792 -0.16
C -3.002 2.054 -0.881 -0.09
C 2.310 -0.096 1.699 -0.24
C 1.880 -0.088 4.049 -0.01
C 2.736 0.161 2.998 0.01
C 3.108 0.187 0.548 -0.05
C -2.152 0.959 -0.847 -0.50
C -4.375 1.854 -0.855 -0.05
C -4.061 -0.531 -0.759 0.00
H -0.102 -0.782 4.555 0.12
H 2.185 0.108 5.067 0.13
H -2.590 3.054 -0.913 0.11
H 3.287 -0.631 -4.754 0.10
H -5.973 0.428 -0.765 0.12
H -0.719 -1.232 2.221 0.11
H -5.038 2.709 -0.883 0.12
H -4.466 -1.534 -0.725 0.13
H 3.727 0.562 3.155 0.13
H 4.519 0.227 -3.879 0.12
H 4.134 0.521 0.604 0.14
```

=====

Entry 3:
The molecule C14H11N7O2S, computed with wB97M-V/def2-TZVPD.

Its total charge is 0. The calculation puts the lowest unoccupied orbital energy at -0.500 eV. As for the HOMO energy: -7.07 eV. For the total energy, the calculation gives -1471.9025 hartree.

Geometry as XYZ:
```
35
Properties=species:S:1:pos:R:3:lowdin_charge:R:1
S -1.146 1.254 4.989 1.21
O 3.216 -0.721 2.753 0.00
O 2.638 1.232 1.916 -0.02
N -2.321 1.096 1.496 0.03
N 0.139 2.042 2.597 -0.01
N 2.344 0.095 2.374 -0.36
N -3.381 0.340 1.607 -0.05
N -3.062 -0.896 2.059 0.05
N -1.254 0.315 1.809 -0.03
N -1.145 3.472 3.721 0.00
C 0.520 -1.501 2.810 -0.02
C -0.805 -1.868 2.680 -0.06
C 0.093 3.272 1.760 -0.07
C -0.699 4.264 2.576 -0.06
C -0.642 2.229 3.700 -0.47
C -2.505 4.993 5.149 0.01
C -2.798 2.726 6.837 -0.06
C -1.713 -0.911 2.185 -0.33
C -1.931 3.764 4.837 -0.22
C -3.226 5.083 6.355 -0.06
C 0.112 0.843 1.879 -0.25
C -2.061 2.645 5.655 -0.39
C -3.376 3.961 7.190 -0.06
C 0.967 -0.235 2.429 -0.15
H -0.081 5.108 2.888 0.14
H -3.939 4.045 8.125 0.11
H 1.279 -2.176 3.212 0.12
H -1.566 4.654 2.030 0.14
H 0.416 1.068 0.846 0.17
H -2.378 5.843 4.470 0.12
H -2.898 1.840 7.455 0.11
H 1.122 3.574 1.547 0.14
H -3.672 6.036 6.644 0.11
H -1.193 -2.844 2.936 0.10
H -0.444 3.013 0.837 0.13
```

=====

Entry 4:
A structure of composition C14H12AlBrClO9, computed with wB97M-V/def2-TZVPD.

Its total charge is -1. The calculation puts the lowest unoccupied orbital energy at 0.534 eV. As for the HOMO energy: -5.90 eV. For the total energy, the calculation gives -4494.6456 hartree.

Geometry as XYZ:
```
38
Properties=species:S:1:pos:R:3:lowdin_charge:R:1
Br -1.006 -2.651 -0.900 0.59
Cl 3.145 -1.777 -0.233 0.01
Al 1.889 -1.548 1.572 -0.13
O 1.367 4.900 5.587 0.10
O -2.697 -2.959 -6.036 0.10
O -0.808 1.900 2.682 0.10
O 0.855 3.267 7.496 0.08
O -1.295 0.242 4.617 0.13
O -1.804 -1.945 1.641 -0.01
O 1.820 -0.256 -5.680 0.10
O -1.104 -3.577 -4.088 0.07
O 0.224 0.395 -7.565 0.11
C 0.796 -0.919 -5.678 -0.31
C 0.133 -0.723 0.913 -0.32
C -0.655 1.346 4.934 -0.22
C -1.678 -2.290 -5.997 -0.31
C -0.194 -0.586 -6.782 -0.24
C 0.714 3.800 5.238 -0.24
C -0.390 2.275 3.759 -0.30
C 0.468 -1.959 -4.736 0.08
C 0.441 2.881 6.412 -0.32
C -0.966 -1.652 0.848 -0.88
C -0.263 1.648 6.185 0.07
C -1.357 -1.234 -6.931 0.06
C 0.323 3.513 3.991 0.08
C -0.698 -2.610 -4.884 -0.24
H 0.350 -0.286 -0.058 0.05
H 0.515 4.162 3.149 0.13
H 1.160 -2.175 -3.934 0.14
H -2.063 -1.004 -7.716 0.13
H -1.988 -3.850 -4.401 0.12
H 1.516 4.813 6.551 0.11
H 2.550 -0.443 2.548 -0.12
H 1.663 -2.957 2.300 -0.11
H -0.157 0.036 1.638 0.03
H 1.099 0.653 -7.202 0.12
H -0.445 0.994 7.026 0.13
H -1.427 0.230 3.646 0.12
```

=====

Entry 5:
A structure of composition C14H12AuO6PS2, computed with wB97M-V/def2-TZVPD.

Its total charge is -2. The calculation puts the lowest unoccupied orbital energy at 4.207 eV. As for the HOMO energy: -2.24 eV. For the total energy, the calculation gives -2265.5948 hartree. For the energy relative to the best compared isomer or geometry (same formula, charge and spin), the calculation gives 149.23 kJ/mol.

Geometry as XYZ:
```
36
Properties=species:S:1:pos:R:3:lowdin_charge:R:1
Au -0.172 -2.535 -1.998 0.59
S -1.510 -0.655 -3.880 0.20
S -0.265 -3.948 -0.222 0.62
P -0.055 0.917 2.090 1.04
O 3.835 0.730 2.811 -0.09
O -2.602 -1.434 -3.260 -0.47
O -0.242 -1.569 -3.822 -0.61
O -1.221 0.559 -3.110 -0.42
O 2.710 -1.183 2.410 -0.08
O -1.761 -0.386 -5.294 -0.41
C 1.742 1.750 0.082 -0.06
C -0.841 -3.112 1.402 -0.51
C -0.567 -0.684 1.351 -0.36
C 0.447 1.804 0.582 -0.39
C -2.302 -1.749 -0.037 -0.13
C -0.173 -1.885 1.816 -0.11
C 1.124 3.220 -1.720 -0.10
C -1.590 -0.652 0.331 -0.07
C -2.005 -3.011 0.552 -0.30
C 2.813 0.021 2.715 -0.80
C 1.479 0.749 3.100 -0.31
C -0.504 2.583 -0.076 -0.13
C 2.077 2.462 -1.059 -0.08
C -0.175 3.278 -1.230 -0.09
H 1.143 0.286 4.035 0.06
H -0.828 -3.876 2.173 0.11
H 1.385 3.747 -2.629 0.09
H 3.081 2.381 -1.458 0.10
H -0.930 3.853 -1.751 0.10
H -3.026 -1.667 -0.834 0.10
H 2.486 1.130 0.566 0.10
H -2.658 -3.862 0.426 0.09
H 0.705 -1.975 2.445 0.09
H 1.713 1.789 3.347 0.06
H -1.801 0.286 -0.174 0.10
H -1.511 2.636 0.322 0.09
```

=====

Entry 6:
A structure of composition C14H12B2Ba3Br6O16, computed with wB97M-V/def2-TZVPD.

Its total charge is +4. The calculation puts the lowest unoccupied orbital energy at -10.839 eV. As for the HOMO energy: -16.62 eV. For the total energy, the calculation gives -17314.1258 hartree. For the energy relative to the best compared isomer or geometry (same formula, charge and spin), the calculation gives 0.00 kJ/mol.

Geometry as XYZ:
```
53
Properties=species:S:1:pos:R:3:lowdin_charge:R:1
Ba -13.562 -5.013 10.094 1.94
Ba -20.138 -0.195 14.424 1.98
Ba -20.083 -8.320 13.856 2.07
Br -26.471 -0.942 9.944 0.67
Br -23.060 3.956 9.721 0.69
Br -17.833 -1.214 5.052 0.74
Br -23.895 -4.766 10.154 0.62
Br -16.093 -4.638 7.574 0.59
Br -20.848 1.738 11.137 0.59
O -17.734 -4.231 10.623 0.27
O -19.477 -5.465 11.583 0.27
O -19.983 -3.780 9.840 0.26
O -12.991 -3.792 14.890 0.25
O -18.266 -7.091 12.462 -0.11
O -17.377 -2.922 15.063 0.27
O -14.073 -3.343 12.205 -0.05
O -15.190 -3.984 15.434 0.29
O -15.999 -3.809 13.254 0.23
O -19.348 -5.765 14.956 -0.01
O -19.451 -3.105 12.007 0.23
O -17.189 -5.235 14.852 0.28
O -21.475 -2.137 9.389 0.22
O -16.069 -5.657 10.998 -0.07
O -19.599 -2.784 15.259 -0.03
O -20.854 -1.379 12.195 -0.16
C -14.700 -3.594 13.208 -0.36
C -18.579 -3.409 15.107 -0.38
C -23.556 2.162 10.234 -0.71
C -25.847 -2.733 10.420 -0.68
C -22.418 1.187 10.092 -0.64
C -17.221 -5.306 11.092 -0.41
C -14.142 -3.775 14.642 -0.36
C -24.503 -2.933 9.781 -0.70
C -18.362 -6.082 11.786 -0.37
C -18.446 -4.959 14.947 -0.37
C -17.185 -3.106 6.930 -0.64
C -20.717 -2.688 10.096 -0.36
C -16.610 -2.579 5.647 -0.70
C -20.342 -2.262 11.534 -0.34
B -16.407 -3.983 14.677 -0.83
B -19.168 -4.145 10.964 -0.83
H -22.101 1.103 9.054 0.07
H -16.494 -3.377 4.920 0.07
H -23.768 -2.282 10.253 0.02
H -18.217 -3.444 6.927 0.06
H -23.988 2.159 11.229 0.06
H -17.111 -2.399 7.756 0.05
H -22.634 0.172 10.419 0.03
H -15.652 -2.108 5.839 0.06
H -24.399 -2.733 8.720 0.07
H -25.774 -2.759 11.498 0.05
H -26.602 -3.389 10.004 0.06
H -24.316 1.881 9.508 0.06
```